1.
{
  "formula": "C26H33As2CuN6O8P",
  "method": "wB97M-V/def2-TZVPD",
  "symbols": ["Cu", "C", "N", "C", "C", "N", "C", "P", "C", "N", "C", "C", "N", "C", "C", "N", "C", "C", "N", "C", "H", "H", "H", "H", "H", "H", "H", "H", "H", "H", "H", "H", "H", "H", "H", "C", "O", "C", "O", "C", "C", "As", "C", "C", "C", "As", "C", "C", "O", "O", "C", "C", "O", "O", "C", "C", "O", "O", "C", "H", "H", "H", "H", "H", "H", "H", "H", "H", "H", "H", "H", "H", "H", "H", "H", "H", "H"],
  "xyz": [[0.196, -0.601, 0.321], [-4.212, 1.432, 2.656], [-3.131, 0.494, 2.505], [-2.854, -0.550, 3.327], [-1.743, -1.166, 2.815], [-1.353, -0.519, 1.698], [-2.194, 0.489, 1.525], [-2.228, 1.678, 0.137], [-2.166, 0.395, -1.166], [-1.361, -0.655, -1.195], [-1.815, -1.454, -2.189], [-2.899, -0.874, -2.784], [-3.116, 0.294, -2.126], [-4.139, 1.251, -2.437], [-0.471, 2.153, 0.160], [0.497, 1.474, 0.744], [1.614, 2.226, 0.654], [1.313, 3.403, 0.020], [-0.014, 3.355, -0.278], [-0.749, 4.370, -0.977], [-4.703, 1.276, 3.615], [-4.948, 1.303, 1.858], [-3.830, 2.453, 2.619], [-3.452, -0.787, 4.183], [-1.218, -2.025, 3.182], [-1.376, -2.409, -2.399], [-3.515, -1.198, -3.596], [-5.097, 0.748, -2.566], [-3.899, 1.789, -3.356], [-4.225, 1.970, -1.621], [2.541, 1.885, 1.072], [1.915, 4.261, -0.205], [-0.669, 5.327, -0.459], [-1.800, 4.083, -1.026], [-0.360, 4.486, -1.990], [4.647, -2.869, -1.389], [3.703, -2.261, -0.528], [2.843, -1.314, -0.921], [2.173, -0.792, -0.015], [2.831, -0.821, -2.273], [2.975, -1.588, -3.398], [1.605, -2.987, -3.595], [0.968, -3.331, -1.757], [0.484, -1.400, -4.133], [0.668, -0.099, -3.874], [1.681, 0.779, -2.434], [2.520, 2.299, -3.375], [0.037, 0.987, -4.627], [0.231, 1.219, -5.787], [-0.663, 1.821, -3.814], [-1.220, 2.943, -4.494], [-0.518, -1.914, -5.081], [-0.523, -3.084, -5.412], [-1.409, -1.024, -5.506], [-2.323, -1.456, -6.510], [3.440, -0.847, -4.601], [3.949, 0.244, -4.442], [3.430, -1.320, -5.849], [3.108, -2.633, -6.256], [5.452, -3.217, -0.742], [5.040, -2.162, -2.125], [4.206, -3.726, -1.912], [1.745, -3.860, -1.204], [0.134, -4.028, -1.854], [0.641, -2.463, -1.180], [2.679, 2.125, -4.435], [3.487, 2.471, -2.903], [1.894, 3.181, -3.225], [-0.431, 3.603, -4.857], [-1.859, 3.462, -3.784], [-1.797, 2.604, -5.357], [-2.778, -0.552, -6.907], [-3.082, -2.112, -6.077], [-1.800, -2.000, -7.297], [3.466, -2.702, -7.284], [2.025, -2.816, -6.246], [3.618, -3.385, -5.641]],
  "forces_ev_per_angstrom": [[-0.330, -0.056, 0.035], [-0.456, 0.436, -0.042], [0.321, -0.160, -0.004], [0.159, -0.376, 0.188], [-0.353, 0.016, 0.267], [0.107, 0.120, -0.241], [-0.051, 0.214, -0.162], [0.430, -0.576, -0.025], [-0.056, 0.208, 0.145], [0.234, 0.320, 0.313], [-0.403, -0.043, -0.146], [0.103, -0.348, -0.018], [0.227, -0.192, 0.150], [-0.488, 0.418, -0.192], [-0.213, 0.185, 0.366], [-0.412, -0.059, -0.110], [0.098, 0.489, -0.054], [0.437, -0.079, 0.251], [0.142, -0.329, 0.066], [-0.239, 0.436, -0.286], [0.088, -0.035, -0.073], [0.033, 0.009, 0.101], [-0.066, -0.073, 0.044], [-0.132, 0.046, 0.166], [0.061, -0.155, 0.109], [0.059, -0.110, -0.083], [-0.168, -0.040, -0.178], [0.058, 0.025, 0.032], [0.009, -0.023, 0.027], [-0.028, -0.079, -0.113], [0.205, 0.024, -0.036], [0.097, 0.155, -0.091], [-0.021, -0.085, -0.012], [0.082, 0.075, -0.011], [-0.065, -0.007, 0.025], [0.572, -0.360, -0.441], [-0.631, 0.608, 0.035], [-0.366, -0.129, 1.930], [0.785, -0.848, -0.673], [0.417, -0.007, -1.430], [-0.267, 0.431, 1.402], [-0.021, -0.568, 0.093], [-0.029, 0.073, 0.072], [0.354, 0.242, 0.179], [0.167, -0.452, -0.008], [0.300, 0.325, 0.231], [-0.040, -0.122, -0.013], [-0.521, 0.669, -0.602], [0.053, -0.002, 0.073], [-0.010, -0.376, 0.086], [-0.082, 0.217, -0.383], [-0.396, -0.482, -0.447], [-0.246, 0.340, -0.015], [0.174, 0.139, 0.205], [-0.177, -0.211, -0.275], [0.735, 1.129, -0.624], [-0.071, -0.597, -0.115], [-0.044, 0.398, 0.248], [-0.200, -0.709, -0.134], [-0.110, 0.006, -0.088], [0.003, -0.137, 0.166], [0.062, 0.150, 0.113], [0.056, 0.036, -0.051], [0.023, 0.038, -0.117], [0.030, -0.099, -0.170], [-0.025, -0.082, 0.021], [-0.025, -0.061, 0.003], [-0.069, -0.117, 0.106], [-0.047, -0.019, 0.054], [0.032, -0.052, 0.041], [-0.007, 0.088, 0.092], [0.022, -0.066, 0.028], [0.038, 0.023, -0.018], [-0.045, 0.073, 0.065], [-0.027, -0.045, 0.138], [0.272, 0.054, -0.023], [-0.111, 0.151, -0.162]],
  "e_lumo_ev": -3.91,
  "charge": 1,
  "homo_ha": -0.3748
}


2.
{
  "formula": "C26H33AuN8PS",
  "method": "wB97M-V/def2-TZVPD",
  "symbols": ["Au", "C", "C", "N", "C", "C", "N", "C", "C", "C", "C", "C", "N", "C", "C", "N", "C", "C", "N", "C", "C", "C", "N", "C", "C", "H", "H", "H", "H", "H", "H", "H", "H", "H", "H", "H", "H", "C", "C", "N", "C", "S", "N", "C", "C", "H", "H", "H", "H", "H", "H", "H", "H", "H", "H", "H", "H", "C", "P", "C", "C", "H", "H", "H", "H", "H", "H", "H", "H", "H"],
  "xyz": [[-0.016, -0.127, 0.929], [-0.913, -4.020, -0.840], [-0.217, -2.992, -0.212], [-0.846, -1.884, 0.175], [-2.174, -1.761, -0.110], [-2.825, -2.814, -0.736], [-2.209, -3.934, -1.083], [-2.813, -0.472, 0.226], [-4.154, -0.165, 0.177], [-4.594, 1.120, 0.546], [-3.625, 2.048, 0.969], [-2.296, 1.687, 0.996], [-1.929, 0.462, 0.602], [-1.147, 2.510, 1.422], [-1.214, 3.876, 1.657], [-0.149, 4.604, 1.959], [1.019, 3.988, 2.003], [1.136, 2.621, 1.770], [0.060, 1.882, 1.516], [-6.020, 1.475, 0.510], [-6.425, 2.794, 0.308], [-7.782, 3.077, 0.274], [-8.722, 2.153, 0.439], [-8.338, 0.897, 0.640], [-7.008, 0.505, 0.677], [-0.398, -4.924, -1.143], [0.842, -3.067, -0.040], [-3.881, -2.745, -0.972], [-4.869, -0.906, -0.151], [-3.929, 3.025, 1.315], [-2.160, 4.400, 1.588], [1.897, 4.581, 2.229], [2.095, 2.136, 1.769], [-5.721, 3.597, 0.133], [-8.127, 4.089, 0.104], [-9.127, 0.169, 0.782], [-6.778, -0.532, 0.879], [1.522, 4.140, -4.464], [1.433, 4.225, -2.947], [1.537, 2.917, -2.283], [0.574, 1.999, -2.206], [0.979, 0.432, -1.593], [-0.638, 2.314, -2.656], [-1.798, 1.426, -2.767], [-2.258, 1.307, -4.210], [1.432, 5.136, -4.895], [0.735, 3.515, -4.891], [2.481, 3.725, -4.771], [0.510, 4.709, -2.619], [2.246, 4.833, -2.553], [2.459, 2.578, -2.056], [-0.734, 3.203, -3.127], [-2.601, 1.825, -2.139], [-1.495, 0.458, -2.373], [-2.541, 2.279, -4.617], [-3.132, 0.660, -4.275], [-1.471, 0.885, -4.833], [2.847, 0.008, 2.939], [1.969, -1.042, 1.769], [1.520, -2.502, 2.729], [3.150, -1.472, 0.484], [3.559, -0.638, 3.459], [2.174, 0.441, 3.678], [3.428, 0.781, 2.438], [2.438, -2.928, 3.141], [1.026, -3.266, 2.133], [0.867, -2.216, 3.555], [4.024, -1.917, 0.965], [3.443, -0.574, -0.061], [2.747, -2.182, -0.233]],
  "forces_ev_per_angstrom": [[-0.178, 0.114, -0.255], [0.005, -0.024, 0.009], [-0.087, 0.066, -0.026], [-0.088, -0.097, 0.017], [0.035, 0.050, 0.020], [-0.049, 0.056, 0.037], [0.009, -0.019, -0.037], [0.100, -0.051, -0.009], [-0.050, 0.018, -0.045], [0.120, -0.036, 0.003], [-0.038, 0.020, 0.023], [0.103, 0.001, 0.006], [-0.074, -0.032, 0.088], [-0.002, -0.043, -0.011], [-0.048, -0.027, 0.004], [0.008, 0.019, -0.014], [0.008, 0.003, 0.015], [-0.025, -0.013, -0.033], [-0.040, 0.092, 0.068], [-0.065, 0.014, -0.008], [0.013, 0.010, -0.036], [-0.016, -0.010, 0.001], [0.006, -0.003, 0.000], [-0.012, 0.020, -0.003], [0.008, -0.018, 0.035], [0.008, 0.005, 0.002], [0.068, -0.021, 0.043], [0.001, 0.008, 0.001], [-0.039, 0.014, 0.011], [-0.042, 0.000, 0.002], [-0.005, -0.009, 0.006], [0.004, -0.008, 0.000], [0.021, -0.033, 0.048], [0.040, -0.015, 0.010], [0.001, 0.000, -0.001], [0.002, -0.001, 0.002], [0.044, -0.004, 0.000], [-0.005, -0.031, 0.001], [0.004, 0.006, -0.045], [0.025, -0.055, 0.075], [-0.048, 0.082, -0.192], [0.169, -0.034, -0.029], [-0.075, -0.021, 0.137], [0.010, -0.006, -0.033], [0.007, 0.009, -0.007], [0.000, 0.002, 0.006], [-0.003, 0.005, -0.002], [0.004, 0.000, 0.000], [0.010, 0.011, 0.015], [-0.004, 0.001, 0.008], [-0.008, 0.021, 0.004], [0.011, -0.001, -0.004], [0.006, 0.002, 0.010], [0.004, -0.009, 0.001], [0.001, 0.002, -0.007], [0.000, 0.002, 0.003], [-0.002, -0.005, -0.003], [0.009, 0.037, -0.005], [0.149, -0.041, 0.085], [0.018, -0.047, -0.039], [0.002, 0.007, 0.032], [-0.015, -0.019, 0.013], [0.013, 0.014, 0.004], [-0.008, -0.003, -0.007], [-0.001, -0.004, -0.006], [0.002, 0.025, 0.036], [0.004, 0.024, -0.002], [0.008, 0.001, 0.001], [-0.012, 0.014, 0.026], [-0.023, -0.042, -0.051]],
  "e_lumo_ev": -10.80,
  "charge": 3,
  "homo_ha": -0.6003,
  "e_above_lowest_kj_mol": 2.32
}